{
  "formula": "C14H26N4O11P2SSb2W",
  "method": "wB97M-V/def2-TZVPD",
  "species": ["O", "O", "H", "H", "H", "H", "H", "H", "C", "C", "O", "C", "H", "W", "O", "C", "H", "N", "C", "H", "C", "H", "O", "O", "H", "P", "H", "H", "N", "C", "N", "Sb", "H", "H", "H", "P", "H", "C", "O", "N", "Sb", "C", "H", "H", "H", "H", "H", "C", "H", "C", "O", "C", "O", "H", "O", "O", "C", "C", "H", "H", "S"],
  "coordinates": [[-1.07543, -1.85935, -3.58502], [-0.73279, 4.05788, -2.59753], [0.65431, 1.86712, 4.60097], [0.16305, -3.43617, 5.75755], [-0.64708, -1.11826, 5.55671], [1.14566, 3.00753, 3.33019], [-1.89203, 0.54612, 4.47196], [-4.18968, -0.88964, -1.04762], [-1.50483, -1.38206, 3.61710], [-2.53525, -1.92263, 1.36368], [-1.88242, 2.19326, -1.26504], [1.13937, -0.28350, 2.31489], [1.13824, -0.91116, 1.42524], [-0.11941, 1.03277, -1.46750], [1.68012, 4.53925, -3.19883], [-1.74990, -2.29740, 2.57813], [-1.51220, -4.32106, 1.92664], [5.63369, 0.67317, -3.14023], [4.34358, 0.84918, -2.80833], [0.19904, -3.08436, -1.56968], [2.85869, 0.75323, -1.09156], [-3.27609, -1.05664, -2.56245], [0.23676, 3.00870, -0.50651], [-1.75854, 4.64498, -0.40938], [5.96778, 0.91766, -4.05454], [0.52756, 3.49888, -3.55396], [-3.27566, -1.14400, 1.54136], [-2.87394, 0.18261, 3.04874], [4.06884, 0.82194, -1.49933], [-1.29502, -3.60812, 2.71446], [3.44742, 1.03295, -3.76466], [-0.46705, 1.14246, 2.20750], [3.69231, 0.96318, -4.73765], [-2.67007, 4.46157, -0.15220], [-0.46177, 3.14056, 4.05208], [-1.04538, 3.47704, -1.17053], [-0.25384, -5.04797, 3.91237], [-0.36542, -3.12441, 4.86596], [0.95462, 2.18188, -2.86325], [1.77979, 0.70866, -0.64937], [-1.59806, -1.40747, -0.51411], [-3.43882, -1.47650, -1.57515], [-1.41599, -3.81625, -1.61369], [2.05432, 4.37176, -2.32426], [-3.76087, -2.51401, -1.64894], [6.29480, 0.59477, -2.38830], [-0.45995, -3.82874, -0.09366], [-1.89071, 0.05722, 3.49845], [1.06003, -0.90446, 3.20473], [-0.59699, -4.02465, 3.83578], [0.22865, -0.29473, -4.95066], [-0.82381, -1.82250, 4.75113], [-1.25125, 0.52874, -3.13894], [-3.10436, -2.80075, 1.04261], [0.14774, 3.53887, -4.95177], [0.70245, -0.53518, -2.56626], [-0.70393, -3.27287, -0.99728], [0.31103, 2.43921, 3.73947], [2.48840, 1.29184, -3.54663], [2.07484, 0.27566, 2.34020], [-0.36460, -0.61583, -3.69307]],
  "e_above_lowest_kj_mol": 83.44,
  "orbital_gap_ev": [7.72, 7.70],
  "total_charge": 0,
  "s2": 2.01,
  "spin_multiplicity": 3
}

=====

{
  "formula": "C14H26NO2PSiV",
  "method": "wB97M-V/def2-TZVPD",
  "species": ["N", "C", "H", "H", "H", "H", "H", "C", "H", "C", "H", "H", "V", "H", "C", "H", "C", "C", "H", "H", "H", "H", "H", "H", "H", "C", "H", "P", "H", "C", "Si", "O", "H", "H", "C", "H", "C", "H", "H", "C", "C", "C", "H", "C", "O", "H"],
  "coordinates": [[-2.00936, -0.08434, -0.28153], [-5.27339, -1.08934, -1.51351], [1.83540, -4.09926, -1.98490], [3.03901, 0.51058, -2.31895], [2.31124, -3.31393, -0.49422], [5.09747, 0.57306, 0.09068], [1.82548, -0.34539, -3.27752], [4.51174, -0.35221, 0.19082], [-1.56569, 1.53934, -2.29114], [-6.10407, -0.12974, -0.90041], [1.91033, 3.50574, -1.42102], [1.22926, 3.53138, -3.07215], [-0.35682, -0.40935, -0.04506], [0.16251, 3.70114, -1.63562], [3.12374, -0.05394, 0.63594], [1.69804, 1.26580, -0.56545], [1.84318, -3.14296, -1.46168], [-3.32343, -0.09544, -0.48352], [-0.92179, 0.04351, -2.97203], [4.53807, -0.90028, -0.74400], [2.70255, 0.24619, 2.70128], [5.00182, -0.97956, 0.95357], [-0.66728, 1.57671, -3.81213], [-3.23299, -1.82431, -1.76268], [3.98353, 1.31038, 2.03445], [-4.15075, 0.89370, 0.12521], [2.38524, 1.28640, -3.78986], [0.87370, 1.39601, -1.84664], [-3.67034, 1.63940, 0.74435], [-3.90349, -1.09414, -1.32180], [0.07017, -2.41281, -1.27216], [2.13715, -0.71552, 0.17681], [-0.31738, -2.35095, -2.71124], [-0.63127, -3.59615, -0.64246], [2.14285, 0.64708, -2.93496], [2.25035, 1.60719, 1.68746], [-5.51497, 0.86315, -0.09201], [2.51410, -2.48702, -2.01135], [-5.70199, -1.85808, -2.15118], [1.05725, 3.20606, -2.04268], [-0.05474, -0.67520, 1.74611], [3.00927, 0.83106, 1.82176], [-7.17353, -0.13617, -1.08668], [-0.69892, 1.11042, -2.81101], [0.16539, -0.75699, 2.90261], [-6.14666, 1.61897, 0.36973]],
  "e_above_lowest_kj_mol": 320.68,
  "orbital_gap_ev": [6.30, 6.29],
  "total_charge": 0,
  "s2": 1.06,
  "spin_multiplicity": 2
}

=====

{
  "formula": "C14H26O3P2V",
  "method": "wB97M-V/def2-TZVPD",
  "species": ["C", "H", "H", "C", "H", "H", "C", "H", "H", "H", "H", "C", "O", "H", "O", "C", "C", "H", "H", "H", "P", "H", "H", "C", "H", "V", "C", "P", "H", "H", "C", "H", "H", "O", "C", "H", "H", "C", "H", "C", "H", "H", "H", "C", "H", "C"],
  "coordinates": [[0.73266, -1.08517, -3.82734], [5.42646, 1.85829, -0.30737], [4.88129, 0.76763, 2.05706], [-2.61432, -0.46147, 1.86564], [-1.41942, -2.35401, -0.91050], [1.62309, -1.70761, -3.63256], [2.99165, 2.89718, 1.10971], [-1.33664, -2.87382, -2.64226], [0.87061, -0.83318, 0.35371], [4.21021, 2.11106, -1.61311], [2.25505, 2.84916, 1.92389], [4.54578, 1.44124, -0.81208], [-0.41519, 0.51641, 2.19298], [2.62289, 3.58753, 0.33898], [-1.19555, 0.08452, 0.14189], [-4.74910, -1.47853, 1.34603], [-2.98356, -0.26509, 3.19154], [-1.34867, 1.11212, -3.10963], [-2.18015, -0.44479, -3.51917], [-3.18502, -1.15353, -0.12171], [-0.11404, -0.77563, -2.21837], [4.18179, -0.73865, 1.36350], [-2.24133, 0.21352, 3.82965], [-3.49137, -1.04148, 0.92271], [0.08041, -3.10039, -1.54602], [1.37572, 0.36783, -0.77667], [-1.29065, 0.10688, 1.43893], [3.16076, 1.22398, 0.38013], [1.83120, 1.14401, -2.06509], [1.06239, -0.10890, -4.22075], [3.95456, 0.27236, 1.72952], [0.05365, -1.58823, -4.53947], [4.78717, 0.46583, -1.25346], [-0.64065, 2.60781, 0.00220], [-0.76896, -2.44417, -1.79600], [3.96182, 3.24662, 1.49228], [3.24526, 0.19756, 2.56598], [-5.10973, -1.30746, 2.69037], [1.41372, -0.42218, 0.80172], [-4.24390, -0.70223, 3.61329], [-5.42225, -1.94595, 0.63546], [-4.50020, -0.55719, 4.65994], [-6.07573, -1.64539, 3.03299], [-0.02794, 1.59749, -0.18303], [-2.27402, 0.24836, -1.84692], [-1.63980, 0.11765, -2.73864]],
  "orbital_gap_ev": [6.65, 7.07],
  "total_charge": 1,
  "s2": 2.03,
  "spin_multiplicity": 3
}

=====

The calculation returns the following calculated total energy values, one per record and in order: -3224.57100, -2328.94073, -2401.14417 Eh.